P) Computed, not measured: an isolated ion of composition C5H10NOS and charge -1, with ωB97M-V with the def2-TZVPD basis set.

net charge: -1
SMILES string: CN(C)C(=O)CC[S-]
HOMO-LUMO gap: 6.0 eV
spin multiplicity: 1
molecular weight: 132.21 g/mol

Element x y z (Å)
1 S -2.648 -1.282 0.775
2 O 0.328 2.059 -0.657
3 N 1.078 -0.115 -0.189
4 C -2.247 0.527 0.548
5 C 2.099 0.020 -1.263
6 C -0.901 0.966 1.144
7 C 0.621 -1.568 -0.025
8 C 0.220 0.995 -0.021
9 H -0.655 0.274 1.923
10 H -0.376 -1.741 -0.540
11 H 1.440 -2.377 -0.275
12 H 2.886 -0.615 -1.208
13 H 0.573 -1.787 1.075
14 H -3.067 1.142 1.029
15 H -2.542 0.546 -0.566
16 H 2.478 0.947 -1.152
17 H -0.853 1.988 1.675
18 H 1.567 0.022 -2.275

Löwdin population analysis, charges in e, atoms 1 to 2:
1 S 0.073
2 O -0.008

Q) Computed, not measured: C5H10NOS as an isolated structure, with ωB97M-V with the def2-TZVPD basis set.

net charge: -1
HOMO-LUMO gap (alpha / beta): 5.1 / 5.1 eV
spin multiplicity: 1
molecular weight: 132.21 g/mol

Element x y z (Å)
1 S -1.108 -1.310 1.548
2 O 1.093 1.268 1.982
3 N 1.231 0.454 0.931
4 C 0.641 -1.316 1.325
5 C 0.498 0.832 -0.236
6 C 0.981 -0.046 -1.462
7 C -1.003 0.964 -0.238
8 C -1.682 -0.381 0.001
9 H 0.341 0.024 -2.339
10 H 1.012 -1.909 0.572
11 H 0.918 -1.528 2.355
12 H -2.715 -0.081 0.308
13 H 1.992 0.180 -1.593
14 H 0.983 -1.091 -1.201
15 H 0.992 1.898 -0.507
16 H -1.573 -1.135 -0.852
17 H -1.321 1.486 -1.228
18 H -1.279 1.690 0.633

Löwdin population analysis, charges in e, atoms 1 to 2:
1 S 0.723
2 O -0.348

Least stable of them? Q).

P) Computed, not measured: C2H4N6 as an isolated structure, with ωB97M-V with the def2-TZVPD basis set.

net charge: 0
HOMO-LUMO gap: 8.7 eV
spin multiplicity: 1
molecular weight: 112.10 g/mol

Element x y z (Å)
1 N -0.031 -0.935 -0.242
2 N 2.411 -0.973 -0.038
3 N 1.104 1.061 -0.026
4 N -2.261 -0.840 -0.239
5 N -1.124 1.225 -0.035
6 N -0.030 1.808 -0.166
7 C 1.188 -0.425 -0.147
8 C -1.026 -0.140 -0.126
9 H -3.173 -0.300 0.457
10 H 3.256 -0.331 0.072
11 H -2.290 -1.744 0.683
12 H 1.977 1.594 -0.192

Löwdin population analysis, charges in e, atoms 1 to 2:
1 N 0.151
2 N 0.077

Q) Computed, not measured: a single C2H4N6 molecule, with ωB97M-V with the def2-TZVPD basis set.

net charge: 0
SMILES string: [H]/N=C(/N)n1cnnn1
HOMO-LUMO gap: 10.4 eV
spin multiplicity: 1
molecular weight: 112.10 g/mol

Element x y z (Å)
1 N 0.125 0.041 -0.029
2 N 0.461 1.056 0.856
3 N 1.768 -0.636 1.238
4 N 1.382 0.574 1.612
5 N -1.395 -1.053 -1.421
6 N -1.671 1.201 -1.191
7 C -1.037 0.149 -0.880
8 C 0.861 -1.024 0.320
9 H -2.301 -1.255 -1.797
10 H -0.854 -1.866 -1.307
11 H -1.316 2.053 -0.832
12 H 0.835 -1.958 -0.156

Löwdin population analysis, charges in e, atoms 1 to 2:
1 N -0.031
2 N 0.060

R) Computed, not measured: a single C2H4N6 molecule, with ωB97M-V with the def2-TZVPD basis set.

net charge: 0
SMILES string: [H]/N=c1\nn[nH]/c(=N\[H])[nH]1
HOMO-LUMO gap: 9.8 eV
spin multiplicity: 1
molecular weight: 112.10 g/mol

Element x y z (Å)
1 N 0.228 0.229 1.764
2 N 0.877 -1.128 -0.031
3 N -0.968 2.081 1.365
4 N -0.410 0.738 -0.589
5 N -0.349 -1.170 -2.035
6 N 0.982 -0.611 1.170
7 C 0.005 -0.580 -0.957
8 C -0.596 1.015 0.843
9 H -0.639 2.191 2.238
10 H 1.318 -2.052 -0.365
11 H 0.568 -1.924 -2.119
12 H -1.015 1.211 -1.284

Löwdin population analysis, charges in e, atoms 1 to 2:
1 N 0.084
2 N 0.018

Least stable of them? P).